{"formula": "C18H61N4O10", "method": "the ωB97M-V functional and the def2-TZVPD basis", "species": ["O", "H", "H", "H", "O", "H", "H", "H", "C", "C", "O", "H", "H", "H", "H", "H", "C", "C", "C", "O", "C", "N", "H", "H", "H", "H", "H", "H", "H", "H", "H", "H", "H", "C", "C", "C", "O", "C", "N", "H", "H", "H", "H", "H", "H", "H", "H", "H", "H", "H", "C", "C", "C", "O", "C", "N", "H", "H", "H", "H", "H", "H", "H", "H", "H", "H", "H", "C", "C", "C", "O", "C", "N", "H", "H", "H", "H", "H", "H", "H", "H", "H", "H", "H", "O", "H", "H", "O", "H", "H", "O", "H", "H"], "positions_angstrom": [[4.28654, -6.21005, 5.16237], [4.48360, -7.14525, 5.25273], [4.02113, -6.11014, 4.24521], [5.11555, -5.73250, 5.24161], [1.85848, -10.29780, -0.44994], [2.36363, -10.99717, -0.02889], [2.02424, -9.46573, -0.00074], [2.21601, -10.28233, -1.34075], [1.05935, -2.34961, 1.32250], [0.55719, -3.77604, 1.29020], [1.47438, -4.80512, 1.28010], [1.83677, -2.18681, 0.57602], [1.43326, -2.18352, 2.33279], [0.33809, -1.53392, 1.27222], [-0.17103, -3.82968, 0.48092], [-0.15173, -4.02894, 2.07861], [-0.31418, 7.23844, 0.61269], [-1.76146, 6.75077, 0.77982], [-1.76359, 5.46812, 1.64287], [-3.14434, 5.20219, 1.97240], [-3.38068, 5.11199, 3.32543], [-2.40617, 7.90401, 1.31829], [0.35604, 6.54114, 0.11002], [0.27139, 7.26758, 1.53158], [-0.28150, 8.13390, -0.00795], [-1.97866, 6.53246, -0.26577], [-1.12319, 5.62460, 2.51092], [-1.19165, 4.75265, 1.05203], [-3.30557, 6.04734, 3.88002], [-2.82518, 4.38225, 3.91451], [-4.34181, 4.59847, 3.29991], [-3.39922, 7.75055, 1.42041], [-2.30660, 8.72996, 0.74559], [-1.50463, -2.28663, -8.26007], [-1.87362, -0.88122, -7.82399], [-3.32438, -0.70340, -7.35108], [-4.31680, -1.24046, -8.28192], [-4.36842, -0.74634, -9.60773], [-1.10623, -0.65618, -6.60009], [-0.48972, -2.18021, -8.64314], [-2.15649, -2.68760, -9.03621], [-1.47937, -3.05799, -7.49034], [-1.51978, -0.11084, -8.50912], [-3.50458, 0.36219, -7.20916], [-3.55262, -1.15249, -6.38446], [-4.58111, -1.57212, -10.28666], [-3.48780, -0.34872, -10.11224], [-5.16670, -0.00461, -9.63365], [-1.17270, -1.48444, -6.02593], [-0.12574, -0.74927, -6.82385], [-7.23475, -5.25569, -2.29733], [-7.33304, -5.56155, -0.78164], [-7.00818, -4.38784, 0.13084], [-7.66829, -3.09568, -0.07616], [-6.75969, -2.00145, 0.08678], [-8.64468, -6.00628, -0.58757], [-6.18740, -4.96520, -2.37975], [-7.89997, -4.45638, -2.62393], [-7.46182, -6.06398, -2.99246], [-6.56071, -6.25410, -0.44702], [-5.92099, -4.32535, 0.08381], [-7.11521, -4.77425, 1.14440], [-5.97562, -2.01377, -0.67031], [-6.46052, -1.92661, 1.13224], [-7.12144, -0.99104, -0.10377], [-8.64899, -6.43931, 0.32487], [-9.12164, -5.12805, -0.44148], [7.75269, 7.84272, 4.03050], [8.75242, 6.79538, 3.58431], [8.15134, 5.36288, 3.24108], [6.96670, 5.42768, 2.36126], [6.33179, 4.19024, 2.30932], [9.22613, 7.38340, 2.40157], [7.96521, 8.83375, 3.62952], [7.88367, 8.02500, 5.09715], [6.79575, 7.52845, 3.61384], [9.54300, 6.65793, 4.32201], [7.82136, 4.89320, 4.16768], [8.94457, 4.74740, 2.81674], [5.32392, 4.43003, 1.97050], [6.17303, 3.70662, 3.27315], [6.80070, 3.49763, 1.61036], [9.95136, 6.86219, 1.92990], [8.51599, 7.29728, 1.68855], [6.38597, -6.91815, -0.63715], [5.60509, -6.41516, -0.40591], [7.08587, -6.26685, -0.68379], [-0.56993, -1.31354, 7.09229], [-0.05650, -1.94717, 6.59116], [0.05341, -0.93740, 7.71373], [4.96826, -1.51052, 6.86797], [5.91195, -1.43053, 7.00691], [4.72073, -0.69741, 6.42773]], "atomic_forces_ev_per_a": [[-0.3, 0.0, 0.5], [0.1, -1.2, 0.6], [-1.2, 0.7, -1.7], [1.0, 0.9, 0.5], [-0.3, -0.7, -0.2], [0.2, -0.9, 1.0], [0.0, 1.3, 0.5], [0.0, 0.5, -1.4], [0.5, 0.3, 1.2], [-0.8, -1.3, 0.0], [0.8, 0.3, -0.3], [0.1, 0.0, 0.1], [0.8, 0.0, 0.1], [-0.6, -0.3, -0.6], [0.0, -0.2, -1.2], [-0.3, 0.8, 1.0], [1.3, -1.2, -0.2], [2.9, 0.2, -0.6], [-0.7, 2.2, -0.7], [2.4, -0.4, -1.2], [-1.2, -1.3, 1.0], [-1.5, 0.0, 1.0], [-0.4, -0.5, -0.7], [-0.5, 1.0, 0.5], [0.1, 0.2, 0.5], [-1.0, -0.5, -0.1], [-0.4, 0.2, 0.5], [-0.8, -0.8, -0.1], [-0.4, 0.3, -0.2], [1.0, -0.2, -0.4], [-0.7, 0.8, 0.8], [-0.2, -0.1, 0.1], [0.2, -0.1, -0.1], [-0.2, -0.1, -1.5], [-0.2, -1.2, 2.1], [-1.0, 0.4, -2.0], [1.3, -0.2, 0.7], [-0.4, -0.1, -0.1], [0.9, 0.5, 0.7], [0.1, -0.4, -0.2], [0.1, 0.1, -0.3], [-0.2, 0.4, 0.4], [-0.5, -0.2, -0.4], [0.0, 0.2, 0.0], [0.3, -0.4, -0.2], [-0.6, -0.2, 0.3], [0.6, 0.4, 0.9], [0.0, 0.1, -0.4], [-0.7, -0.1, 0.4], [0.5, 0.6, -0.3], [1.3, 0.4, 0.7], [0.5, 1.4, -1.9], [1.2, 0.9, 0.0], [0.6, -1.0, -0.2], [0.0, 0.2, 0.0], [-1.7, -1.0, 1.2], [0.1, 0.3, -0.9], [0.1, 0.3, 0.4], [0.2, -0.4, 0.6], [-0.2, -0.6, -0.4], [0.3, 0.9, -0.3], [-0.7, 0.3, 0.4], [0.6, -0.7, 0.4], [0.7, -0.4, -0.1], [-1.4, -0.3, -0.2], [-0.6, -0.3, 0.3], [-1.0, 0.0, -0.1], [-0.3, 0.0, 0.9], [-1.2, -1.0, -0.5], [-1.0, 1.1, 0.7], [2.3, 0.5, 1.4], [-1.2, 0.1, -0.5], [2.0, 0.4, -2.8], [0.3, -0.3, -0.4], [-1.1, -0.5, 0.3], [-0.4, 0.3, 0.8], [0.1, -0.1, -0.1], [-0.1, -0.2, 0.2], [0.0, 0.0, -0.3], [-0.1, -0.3, -0.3], [0.4, 0.0, 0.3], [0.2, -0.1, 0.0], [0.7, -0.3, 0.3], [-0.7, 0.5, 0.0], [-0.1, -0.4, 0.1], [-0.2, 0.3, 0.0], [0.2, 0.1, -0.1], [-0.2, 0.0, 0.0], [0.1, -0.2, -0.2], [0.1, 0.1, 0.2], [-0.1, -0.4, 0.0], [0.2, 0.1, 0.1], [-0.1, 0.2, -0.1]], "mulliken_charge": [-0.57, 0.48, 0.47, 0.47, -0.42, 0.46, 0.46, 0.47, -0.81, -0.35, -0.85, 0.25, 0.17, 0.33, 0.21, 0.22, -1.58, 0.76, -0.80, -0.32, -0.78, -0.71, 0.40, 0.39, 0.34, 0.15, 0.42, 0.35, 0.32, 0.31, 0.30, 0.23, 0.23, -1.31, 0.37, -0.53, -0.36, -0.76, -0.77, 0.41, 0.27, 0.34, 0.33, 0.33, 0.27, 0.27, 0.31, 0.30, 0.28, 0.27, -1.31, 0.40, -0.88, -0.35, -0.74, -0.75, 0.33, 0.24, 0.38, 0.34, 0.43, 0.37, 0.32, 0.30, 0.28, 0.29, 0.33, -1.30, 0.41, -0.78, -0.31, -0.74, -0.78, 0.36, 0.30, 0.31, 0.43, 0.39, 0.36, 0.26, 0.31, 0.27, 0.24, 0.27, -0.66, 0.33, 0.33, -0.63, 0.31, 0.32, -0.66, 0.32, 0.33], "de_lowest_kcal_mol": 227.3, "homo_energy_ev": -7.575, "e_lumo_ev": -5.2, "homo_lumo_gap_ev": 2.34, "total_charge": 1}



{"formula": "C6H13O4P", "method": "the ωB97M-V functional and the def2-TZVPD basis", "species": ["C", "C", "C", "C", "C", "C", "O", "O", "O", "O", "P", "H", "H", "H", "H", "H", "H", "H", "H", "H", "H", "H", "H", "H"], "positions_angstrom": [[-0.37306, 0.05617, -0.54339], [-0.82123, 1.44181, 0.03347], [-1.00888, -0.16889, -1.90319], [-1.77303, -1.65942, 0.82249], [3.62169, 0.03666, 0.44077], [-0.40521, -1.17492, 0.35848], [-1.83340, 2.12301, -0.67774], [-1.22343, 1.42974, 1.35858], [0.47931, 2.05631, -0.05574], [2.22612, 0.22598, 0.66687], [1.42297, 0.76365, -0.65190], [-2.06933, -0.37822, -1.77440], [-0.53662, -0.99507, -2.42859], [-0.92443, 0.73609, -2.50058], [-2.41967, -1.87774, -0.02176], [-2.25429, -0.91347, 1.44723], [-1.64765, -2.57288, 1.40124], [4.18679, 0.73561, 1.05591], [3.87576, 0.21289, -0.60839], [3.88582, -0.98718, 0.69996], [0.08101, -1.97196, -0.21557], [0.22034, -0.99186, 1.23815], [-0.48427, 1.13353, 1.90479], [-2.22533, 2.74014, -0.04670]], "atomic_forces_ev_per_a": [[0.5, 0.0, -0.2], [0.5, -0.3, 0.0], [0.2, 0.0, 0.1], [0.1, 0.0, -0.1], [0.3, -0.1, 0.1], [-0.2, 0.2, 0.1], [1.3, -0.8, 0.6], [-0.2, 0.1, 0.3], [0.3, 0.3, -0.2], [-0.5, 0.0, -0.2], [-2.0, 0.8, -0.3], [-0.1, 0.0, -0.1], [0.0, -0.1, -0.1], [0.0, 0.0, -0.2], [-0.2, -0.1, -0.1], [-0.1, 0.0, 0.0], [-0.1, -0.1, 0.0], [0.0, 0.0, 0.1], [0.0, 0.0, 0.1], [0.0, 0.0, 0.1], [0.1, 0.0, 0.1], [0.0, -0.1, -0.1], [0.0, 0.1, -0.1], [0.0, 0.0, 0.0]], "mulliken_charge": [1.50, 0.17, -1.71, -1.29, -0.76, -0.72, -0.52, -0.58, -0.42, -0.23, -0.09, 0.39, 0.38, 0.46, 0.33, 0.30, 0.41, 0.23, 0.39, 0.24, 0.44, 0.36, 0.36, 0.35], "de_lowest_kcal_mol": 35.4, "homo_energy_ev": -8.938, "e_lumo_ev": 0.8, "homo_lumo_gap_ev": 9.77, "total_charge": 0}



{"formula": "C4H7NO2", "method": "the ωB97M-V functional and the def2-TZVPD basis", "species": ["C", "N", "O", "C", "C", "C", "O", "H", "H", "H", "H", "H", "H", "H"], "positions_angstrom": [[0.31062, 1.87552, 0.46427], [0.67833, 1.60943, -0.72199], [-0.13172, 0.70205, -1.40041], [0.60236, -0.51538, -1.21512], [0.03384, -1.13059, 0.08103], [-0.96632, -0.21959, 0.92362], [-0.61458, 1.14047, 1.14359], [0.82069, 2.77598, 0.82755], [0.42972, -1.19836, -2.07220], [1.68441, -0.43562, -1.01562], [0.83850, -1.53766, 0.74827], [-0.55625, -2.04079, -0.22155], [-1.99842, -0.20319, 0.57847], [-1.13117, -0.82226, 1.88008]], "atomic_forces_ev_per_a": [[-0.5, -2.0, -1.1], [0.2, 2.3, -0.3], [1.5, -1.2, -0.2], [-0.9, -1.3, 0.6], [-1.0, -1.0, 0.7], [0.3, -2.1, -0.3], [0.6, 1.6, 1.5], [-0.6, -0.7, 1.0], [0.0, 0.6, 0.4], [-0.4, 0.8, -0.8], [-0.6, 0.6, -0.5], [0.3, 0.8, 0.6], [0.2, 0.0, -0.9], [0.8, 1.4, -0.5]], "mulliken_charge": [0.16, -0.54, -0.24, -0.32, -0.51, -0.39, -0.41, 0.41, 0.35, 0.31, 0.30, 0.28, 0.31, 0.29], "de_lowest_kcal_mol": 99.4, "homo_energy_ev": -9.275, "e_lumo_ev": 0.9, "homo_lumo_gap_ev": 10.21, "total_charge": 0}



{"formula": "C18H24FN3O2S2", "method": "the ωB97M-V functional and the def2-TZVPD basis", "species": ["C", "C", "N", "S", "C", "O", "O", "C", "C", "C", "C", "C", "S", "N", "C", "C", "N", "C", "C", "C", "C", "F", "C", "C", "C", "C", "H", "H", "H", "H", "H", "H", "H", "H", "H", "H", "H", "H", "H", "H", "H", "H", "H", "H", "H", "H", "H", "H", "H", "H"], "positions_angstrom": [[3.80567, 0.05317, 2.12187], [2.63834, 0.64942, 1.34186], [3.13646, 1.43988, 0.24243], [2.07097, 2.49167, -0.51426], [3.24355, 3.81676, -0.90331], [1.60967, 1.95504, -1.76453], [1.13660, 3.00606, 0.43765], [1.63070, -0.44820, 0.87125], [2.31172, -1.37273, -0.08322], [2.75124, -1.15963, -1.35718], [3.41996, -2.27924, -1.90499], [3.48651, -3.32553, -1.04499], [2.72599, -2.96964, 0.45437], [0.46815, 0.23531, 0.32182], [-0.47150, 0.68868, 1.33458], [-1.39268, -0.44457, 1.81764], [-2.11263, -1.06444, 0.72535], [-3.36086, -0.60586, 0.34054], [-4.12756, -1.36313, -0.55745], [-5.40403, -0.98401, -0.91378], [-5.94488, 0.16354, -0.36353], [-7.20150, 0.53895, -0.70792], [-5.22723, 0.92999, 0.53255], [-3.94453, 0.54871, 0.87668], [-1.17641, -1.54457, -0.27286], [-0.27583, -0.39205, -0.75267], [4.37696, -0.62799, 1.49534], [4.46573, 0.84671, 2.45975], [3.43904, -0.49288, 2.98687], [2.09494, 1.36009, 1.96858], [3.59319, 0.86620, -0.45410], [3.66035, 4.16535, 0.03091], [2.70024, 4.60959, -1.40106], [4.01008, 3.41648, -1.55225], [1.36743, -1.03906, 1.76715], [2.56603, -0.25208, -1.90661], [3.82968, -2.29778, -2.89899], [3.93166, -4.28874, -1.19424], [0.06753, 1.11687, 2.17871], [-1.06112, 1.48737, 0.87922], [-2.09232, -0.08543, 2.57115], [-0.78547, -1.23260, 2.28138], [-3.72804, -2.27739, -0.96739], [-5.98588, -1.57446, -1.60403], [-5.66672, 1.82356, 0.94745], [-3.39628, 1.17573, 1.56063], [-1.70590, -1.96347, -1.12569], [-0.56425, -2.33435, 0.17906], [0.40195, -0.74471, -1.52536], [-0.90164, 0.39076, -1.19160]], "atomic_forces_ev_per_a": [[-0.2, 0.3, -0.2], [-0.3, -0.3, 0.6], [-0.4, 0.6, -0.4], [1.0, 0.5, -0.4], [-0.6, -0.6, 0.2], [0.1, 0.0, -0.2], [0.0, 0.2, 0.4], [0.0, 0.2, 0.4], [0.1, -0.5, 0.2], [0.0, 0.0, 0.2], [0.1, -0.2, 0.0], [-0.1, -0.1, 0.4], [0.0, 0.4, -0.5], [0.1, -0.3, 0.0], [-0.2, -0.1, 0.2], [0.1, 0.3, 0.0], [0.3, -0.3, 0.3], [-0.5, 0.1, 0.0], [0.1, 0.1, 0.0], [-0.2, 0.3, 0.0], [0.1, 0.1, 0.1], [0.1, 0.0, 0.0], [-0.4, -0.1, -0.2], [0.3, -0.2, 0.0], [0.2, 0.2, -0.3], [-0.2, -0.4, -0.2], [0.1, -0.1, 0.0], [0.1, 0.1, 0.1], [0.0, -0.1, 0.1], [0.0, -0.2, 0.1], [0.1, 0.0, -0.2], [0.1, 0.1, 0.2], [-0.2, 0.1, -0.1], [0.2, -0.1, -0.1], [0.1, 0.1, -0.1], [-0.1, 0.1, -0.1], [0.1, 0.0, -0.2], [0.1, -0.2, -0.1], [0.0, 0.1, 0.0], [0.0, 0.1, 0.1], [0.0, 0.0, 0.0], [0.0, 0.1, 0.1], [0.0, -0.1, 0.0], [-0.1, -0.1, -0.1], [-0.1, 0.1, 0.0], [0.1, 0.0, 0.1], [0.0, -0.1, 0.0], [0.0, 0.0, -0.1], [-0.1, 0.1, 0.0], [0.0, 0.0, -0.1]], "mulliken_charge": [-1.71, -0.16, -0.31, 1.18, -1.16, -0.68, -0.65, -0.05, 0.05, -0.45, -0.86, -0.59, -0.10, 0.46, -0.68, -1.48, 0.16, 0.78, -0.23, -0.68, 0.31, -0.34, -0.84, -0.31, -1.05, -1.08, 0.33, 0.43, 0.35, 0.67, 0.47, 0.33, 0.40, 0.35, 0.35, 0.66, 0.43, 0.48, 0.42, 0.51, 0.58, 0.33, 0.43, 0.42, 0.42, 0.24, 0.42, 0.32, 0.64, 0.51], "de_lowest_kcal_mol": 1.7, "homo_energy_ev": -7.247, "e_lumo_ev": 0.5, "homo_lumo_gap_ev": 7.73, "total_charge": 0}